58
Properties=species:S:1:pos:R:3:lowdin_charge:R:1 method="wB97M-V/def2-TZVPD" e_above_lowest_kcal_mol=23.36 multiplicity=1 e_tot_ev=-64437.015 total_charge=-2
Rb 0.503 0.143 -0.880 1.107
O 1.993 2.274 -0.868 -0.195
C 0.974 2.903 -0.464 -0.679
N -0.047 3.377 -1.108 0.122
C -0.091 3.328 -2.503 -0.237
C 0.710 4.185 -3.259 -0.048
C 0.633 4.240 -4.643 -0.141
C -0.267 3.416 -5.302 -0.142
C -1.071 2.555 -4.568 -0.047
C -1.013 2.487 -3.175 -0.235
N -1.892 1.677 -2.457 0.105
C -1.725 0.380 -2.456 -0.672
O -0.806 -0.298 -2.979 -0.227
C -2.774 -0.366 -1.646 -0.204
C -3.923 0.265 -1.164 -0.014
C -4.873 -0.480 -0.495 -0.088
C -4.653 -1.839 -0.300 -0.092
C -3.468 -2.371 -0.779 -0.172
N -2.553 -1.664 -1.432 0.129
C 0.933 3.121 1.033 -0.208
C 1.408 4.312 1.584 -0.022
C 1.480 4.433 2.958 -0.097
C 1.070 3.365 3.748 -0.092
C 0.605 2.225 3.112 -0.139
N 0.538 2.099 1.791 0.126
H 1.417 4.811 -2.724 0.104
H 1.278 4.911 -5.201 0.077
H -0.336 3.436 -6.385 0.077
H -1.767 1.899 -5.080 0.104
H -4.030 1.328 -1.329 0.104
H -5.777 -0.012 -0.121 0.093
H -5.376 -2.460 0.216 0.086
H -3.234 -3.421 -0.623 0.096
H 1.722 5.113 0.928 0.110
H 1.855 5.342 3.416 0.091
H 1.117 3.414 4.829 0.086
H 0.265 1.367 3.683 0.100
F 4.502 -5.837 -0.705 0.080
C 4.014 -4.916 0.148 -0.164
C 2.970 -4.086 -0.219 -0.159
F 2.447 -4.196 -1.449 0.103
C 2.470 -3.164 0.674 -0.253
F 1.451 -2.391 0.266 -0.005
C 2.958 -2.996 1.988 -0.649
S 2.334 -1.856 3.089 0.562
C 4.038 -3.850 2.299 -0.265
F 4.613 -3.774 3.507 0.048
C 4.542 -4.783 1.420 -0.164
F 5.563 -5.581 1.791 0.080
C -1.207 -3.275 1.988 -0.081
C -1.491 -2.082 2.889 -0.333
O -0.957 -0.865 2.397 -0.125
H -1.761 -4.155 2.330 0.069
H -0.142 -3.504 2.009 0.049
H -1.497 -3.035 0.965 0.052
H -1.117 -2.284 3.902 0.101
H -2.571 -1.921 2.955 0.102
H 0.014 -0.944 2.400 -0.014